(1)
C49H41IN5O2P2V | ωB97M-V/def2-TZVPD

Structure (XYZ):
```
101
Properties=species:S:1:pos:R:3:forces:R:3
V 0.171500 -0.279632 0.067884 0.077 -0.327 -1.423
O -2.337409 2.171371 -1.807228 0.740 0.040 -0.186
C -1.214222 1.799656 -1.610745 -0.312 -0.612 0.690
O -0.931628 0.962073 -0.577920 -0.570 0.482 0.124
C 0.019173 2.133242 -2.382236 -0.060 0.258 -0.326
C -0.034352 3.082835 -3.391450 0.191 -0.195 0.073
C 1.122894 3.311325 -4.120016 -0.004 -0.004 0.014
C 2.261726 2.581518 -3.817097 -0.006 -0.027 0.043
C 2.211530 1.656816 -2.781720 -0.031 0.117 -0.162
N 1.114718 1.434431 -2.065717 -0.417 0.274 -0.049
H -0.955309 3.606485 -3.595367 -0.083 0.010 0.027
H 1.131081 4.044808 -4.912832 0.031 0.027 -0.048
H 3.179975 2.729594 -4.366201 0.033 -0.005 -0.010
H 3.087489 1.075594 -2.518431 0.075 -0.043 0.014
C -0.977468 -0.940114 3.502366 0.270 -0.104 0.253
N -2.113715 -1.649168 2.999840 -0.049 0.170 -0.177
C -1.807481 -2.682658 2.065866 -0.087 -0.347 0.002
P -1.485947 -2.187023 0.293626 -0.033 -0.072 0.200
C -1.045013 -3.809919 -0.363876 -0.081 -0.018 -0.018
C 0.283956 -4.123484 -0.630536 0.178 0.171 0.039
C 0.641493 -5.406479 -1.011575 -0.104 -0.018 0.000
C -0.328934 -6.390192 -1.125108 0.034 0.074 0.012
C -1.653033 -6.094866 -0.836913 -0.026 0.025 -0.009
C -2.012362 -4.815274 -0.450945 -0.025 0.063 0.061
C -3.109371 -1.695314 -0.338362 0.083 -0.062 -0.057
C -3.686006 -2.264637 -1.472483 0.078 -0.136 -0.099
C -4.932213 -1.841661 -1.901970 0.016 0.056 0.105
C -5.611168 -0.850420 -1.206916 0.090 0.008 0.074
C -5.040340 -0.282086 -0.078479 -0.032 -0.053 -0.111
C -3.792564 -0.699426 0.347657 0.001 0.144 0.099
C -3.432747 -1.375565 3.439410 0.132 -0.087 0.078
C -4.511319 -2.168417 3.041467 -0.021 0.124 0.160
C -5.790878 -1.875891 3.481965 0.099 0.100 0.078
C -6.029907 -0.796123 4.318812 -0.050 -0.038 -0.034
C -4.961683 -0.011346 4.713546 0.040 -0.081 -0.052
C -3.674533 -0.291962 4.281183 -0.118 -0.063 -0.033
P -0.351605 0.474077 2.457378 -0.150 0.130 0.156
C -1.501208 1.849579 2.767069 -0.025 0.026 0.030
C -2.382970 2.335244 1.806265 0.000 -0.081 -0.049
C -3.291047 3.335015 2.132363 0.033 -0.012 0.054
C -3.322872 3.858712 3.412844 0.020 -0.026 -0.048
C -2.437119 3.389451 4.376047 -0.014 -0.004 -0.074
C -1.531195 2.397930 4.055414 0.067 -0.080 0.035
C 1.131673 1.017960 3.380857 -0.023 -0.032 -0.031
C 1.573015 2.329538 3.189744 -0.058 0.043 -0.044
C 2.669110 2.817024 3.878145 0.003 -0.028 0.030
C 3.343694 1.999000 4.774874 -0.071 0.011 -0.043
C 2.917085 0.696967 4.972875 0.002 0.004 0.002
C 1.821646 0.203857 4.277122 -0.015 0.095 0.009
H -0.146143 -1.655522 3.577022 -0.065 0.119 0.029
H -1.145413 -0.553184 4.511853 -0.011 -0.084 -0.104
H -2.613839 -3.418045 1.998293 0.178 0.091 0.083
H -0.912999 -3.241124 2.384263 -0.105 0.087 -0.054
H 1.054515 -3.360803 -0.547193 -0.162 -0.154 0.003
H 1.673631 -5.637474 -1.218048 0.150 -0.041 -0.034
H -0.054269 -7.387526 -1.428962 0.038 -0.116 -0.030
H -2.409497 -6.861946 -0.908853 -0.039 -0.057 -0.005
H -3.048856 -4.604910 -0.215331 0.015 0.018 -0.023
H -3.168820 -3.037676 -2.029154 -0.042 0.041 0.071
H -5.375070 -2.289909 -2.775459 -0.070 -0.074 -0.143
H -6.583079 -0.526465 -1.542399 -0.119 0.041 -0.046
H -5.562814 0.481485 0.475729 -0.065 0.090 0.057
H -3.376244 -0.256882 1.241406 0.077 0.096 -0.053
H -4.393067 -3.011434 2.382797 0.039 -0.084 -0.086
H -6.602903 -2.507669 3.161504 -0.145 -0.072 -0.030
H -7.031203 -0.573846 4.656127 -0.039 0.005 0.016
H -5.114747 0.832731 5.366580 -0.053 0.115 0.090
H -2.877400 0.355550 4.604377 -0.004 0.030 0.001
H -2.377029 1.947733 0.801195 -0.007 -0.080 -0.056
H -3.965334 3.704564 1.374105 -0.049 0.019 -0.048
H -4.027619 4.637853 3.662083 -0.053 0.051 0.022
H -2.452727 3.800326 5.373380 0.007 0.038 0.102
H -0.847499 2.046570 4.819620 0.024 -0.007 -0.004
H 1.033413 2.991751 2.522142 -0.032 0.009 -0.026
H 2.985579 3.837880 3.725829 0.035 0.093 -0.007
H 4.183954 2.384025 5.328968 0.126 0.050 0.082
H 3.426123 0.062753 5.683060 0.040 -0.057 0.061
H 1.514525 -0.811024 4.470231 -0.074 -0.141 0.012
N 4.727347 3.965114 0.542576 0.219 0.689 -0.097
C 4.372908 2.891224 0.702107 -0.196 -0.641 0.051
C 3.895467 1.554240 0.903272 -0.078 -0.057 -0.068
C 4.633584 0.614585 1.612297 -0.161 -0.122 -0.028
C 4.076934 -0.636813 1.831099 -0.202 0.016 -0.125
C 2.811984 -0.895061 1.338234 0.121 -0.031 0.144
N 2.117522 0.005294 0.626693 0.386 0.195 0.345
C 2.638628 1.213603 0.416704 0.218 0.238 0.185
H 5.607840 0.864833 1.998020 0.143 0.048 0.056
H 4.600189 -1.394000 2.394199 0.031 -0.029 0.026
H 2.328681 -1.853357 1.516521 0.040 0.050 -0.017
H 2.033767 1.931931 -0.132410 0.200 -0.196 0.223
I -1.058865 -1.173952 -3.366522 -0.192 0.071 0.013
C 0.956350 -1.547208 -3.111518 0.118 -0.116 -0.073
C 1.672549 -1.972132 -4.226155 -0.079 0.045 0.062
C 3.004822 -2.296005 -4.077542 0.094 0.000 0.032
C 3.570044 -2.185626 -2.816314 -0.147 0.037 -0.009
C 2.777092 -1.741913 -1.778018 0.254 0.055 0.133
N 1.483212 -1.409092 -1.893474 -0.258 -0.098 0.003
H 1.180288 -2.050630 -5.183746 -0.020 -0.004 -0.011
H 3.587736 -2.631603 -4.923823 0.008 -0.014 -0.025
H 4.602248 -2.435076 -2.632659 0.102 -0.026 0.014
H 3.217822 -1.646526 -0.795451 -0.026 -0.039 -0.095
```
Positions in Å, forces in eV/Å.

## Properties
**Charge**: +2
**Spin multiplicity**: 3
**HOMO energy (spin up / spin down)**: -12.153 / -12.154 eV


(2)
C49H42AuN2P2S | ωB97M-V/def2-TZVPD

Structure (XYZ):
```
97
Properties=species:S:1:pos:R:3:forces:R:3
Au 0.930032 0.601537 -0.713701 0.718 1.262 0.966
C 5.490932 0.432837 -0.289701 -0.196 0.224 0.013
C 5.840232 1.752437 -0.549101 -0.109 -0.127 0.034
C 4.853432 2.674537 -0.827801 -0.216 -0.226 0.111
C 3.516832 2.268437 -0.841301 0.540 0.342 0.196
N 3.206732 0.992837 -0.581001 -1.765 -0.183 -0.822
C 4.149232 0.105837 -0.317001 0.301 -0.715 0.255
C 2.410332 3.152037 -1.173601 -0.039 0.182 -0.074
C 2.579632 4.530837 -1.323501 -0.063 -0.416 -0.100
C 1.533732 5.323037 -1.748601 -0.134 0.141 -0.115
C 0.304032 4.754037 -2.033901 0.193 -0.055 -0.005
C 0.121332 3.391037 -1.840201 -0.445 -0.144 -0.268
C 1.151932 2.586437 -1.402701 -0.501 -0.365 0.569
H 6.236032 -0.315263 -0.076301 0.005 -0.111 0.036
H 6.873232 2.059937 -0.536001 0.142 0.010 -0.008
H 5.117832 3.697937 -1.038101 -0.051 0.038 -0.021
H 3.806432 -0.904163 -0.125301 0.147 0.051 -0.003
H 3.532032 4.986037 -1.105301 0.100 0.032 -0.002
H 1.681432 6.383337 -1.883501 0.016 0.103 0.061
H -0.513868 5.366737 -2.385201 -0.057 -0.003 -0.017
H -0.855068 2.965837 -2.039301 0.054 0.106 -0.045
C -0.637768 -2.696463 -0.594601 0.164 -0.031 -0.004
N -1.725368 -1.832063 -1.000201 -0.214 -0.228 -0.229
C -2.162868 -0.904163 0.024299 0.478 0.303 0.197
P -1.506268 0.779137 -0.413201 -0.099 -0.521 -0.237
C -2.256768 1.925337 0.781399 0.950 0.192 -0.027
C -3.357568 1.590837 1.569099 -0.007 -0.277 -0.190
C -3.873268 2.516037 2.457999 -0.162 -0.059 0.055
C -3.286968 3.762237 2.603199 0.137 -0.021 -0.109
C -2.169868 4.083537 1.849099 -0.080 0.123 -0.001
C -1.661168 3.177637 0.937499 0.057 -0.072 -0.166
C -2.363668 1.048237 -1.981601 0.474 0.099 -0.045
C -1.867768 0.401437 -3.110401 -0.006 0.120 -0.018
C -2.485168 0.585737 -4.332701 0.033 -0.048 -0.073
C -3.575068 1.437137 -4.436901 0.001 0.043 0.008
C -4.059368 2.091837 -3.315401 -0.113 -0.004 -0.109
C -3.462368 1.895337 -2.084001 0.083 -0.043 0.204
C -2.790768 -2.636763 -1.536701 -0.296 -0.075 -0.122
C -2.852768 -2.870463 -2.902801 0.027 0.037 0.120
C -3.877968 -3.640763 -3.424601 0.012 -0.044 -0.042
C -4.834568 -4.191363 -2.588601 -0.035 -0.073 -0.011
C -4.756068 -3.987563 -1.221801 -0.059 -0.017 0.032
C -3.735368 -3.217063 -0.696901 0.122 0.095 0.012
P 0.958332 -1.794163 -0.244401 -0.380 -0.917 0.694
C 1.255132 -2.347963 1.459099 0.133 0.554 0.070
C 1.168732 -3.695863 1.814199 0.023 -0.082 -0.121
C 1.361732 -4.075663 3.128899 -0.060 -0.121 -0.134
C 1.635932 -3.120563 4.097799 0.098 0.180 -0.056
C 1.738132 -1.785763 3.745199 0.067 -0.082 0.257
C 1.543132 -1.396263 2.429899 0.036 0.001 -0.231
C 2.117832 -2.773063 -1.242101 0.125 0.546 -0.178
C 3.218732 -3.425563 -0.697601 -0.163 0.101 0.139
C 4.101732 -4.094363 -1.525801 0.052 -0.081 -0.048
C 3.905132 -4.095963 -2.896201 0.068 -0.004 0.050
C 2.821532 -3.427563 -3.445101 -0.024 -0.037 -0.136
C 1.929632 -2.766163 -2.623401 0.050 -0.025 0.089
H -0.439168 -3.407063 -1.405601 -0.040 0.173 0.175
H -0.902668 -3.279363 0.309399 0.164 0.156 -0.222
H -1.841568 -1.185663 1.039299 -0.135 0.050 -0.073
H -3.253768 -0.822263 -0.011301 0.216 0.107 0.113
H -3.836568 0.626537 1.487099 -0.023 -0.084 0.006
H -4.744568 2.259637 3.040899 -0.062 -0.053 0.062
H -3.702468 4.478537 3.296399 0.015 0.019 0.080
H -1.690368 5.043037 1.965499 0.053 0.079 0.012
H -0.802468 3.441537 0.338399 0.073 -0.003 0.227
H -0.995568 -0.231063 -3.011301 0.021 0.007 -0.105
H -2.109768 0.080037 -5.210301 0.041 -0.020 -0.064
H -4.035268 1.606737 -5.398701 -0.055 -0.014 -0.069
H -4.900268 2.763637 -3.400301 -0.071 0.031 -0.006
H -3.837368 2.401637 -1.206301 -0.032 0.084 0.034
H -2.103168 -2.446063 -3.552501 0.077 0.103 -0.061
H -3.932568 -3.806063 -4.489601 0.000 -0.026 -0.103
H -5.632268 -4.790463 -2.997101 -0.099 -0.056 -0.073
H -5.485068 -4.428163 -0.558001 -0.064 -0.047 0.015
H -3.667368 -3.073963 0.373099 -0.022 0.031 0.094
H 0.978932 -4.451863 1.062699 -0.044 -0.057 -0.019
H 1.305232 -5.120963 3.395099 -0.023 -0.065 0.022
H 1.791832 -3.419563 5.122799 -0.006 -0.038 0.101
H 1.980232 -1.048163 4.494999 -0.065 0.163 0.049
H 1.623132 -0.355063 2.142999 0.013 0.247 0.103
H 3.379132 -3.417763 0.371199 0.020 -0.013 0.061
H 4.941332 -4.618063 -1.095001 0.093 -0.035 0.017
H 4.603632 -4.613263 -3.534601 0.051 -0.058 -0.100
H 2.678532 -3.423263 -4.514801 -0.034 0.004 -0.093
H 1.083832 -2.240063 -3.047901 -0.055 0.045 -0.094
S 1.558432 2.279237 1.919499 0.212 -0.006 -1.123
C 0.998832 1.974337 3.528399 -0.090 -0.219 -0.082
C 1.756532 2.384537 4.632699 -0.292 -0.117 -0.116
C 1.333832 2.073337 5.907999 -0.141 -0.119 0.113
C 0.160732 1.357337 6.107699 -0.092 -0.016 0.065
C -0.605168 0.970337 5.016599 0.001 -0.064 0.309
C -0.194868 1.272437 3.736899 0.260 0.201 0.111
H 2.663632 2.946137 4.473799 0.120 0.014 -0.067
H 1.921632 2.377637 6.758499 0.107 0.085 0.152
H -0.162768 1.116737 7.107399 -0.039 -0.042 0.148
H -1.520068 0.419737 5.171199 -0.176 -0.081 0.050
H -0.787668 0.979837 2.881199 -0.014 -0.045 -0.053
```
Positions in Å, forces in eV/Å.

## Properties
**Charge**: +1
**Spin multiplicity**: 1
**HOMO energy**: -8.340 eV


Quick rundown of strongest force on any atom, same order as above: 1.462, 1.955 eV/A
Quick rundown of energy above the lowest of the compared OMol25 structures with the same formula, charge and spin, same order as above: 19.67, 46.75 kcal per mole